Density functional theory data (the ωB97M-V functional and the def2-TZVPD basis) for a cluster of 2 separate species, C5H7NO in total at a distorted geometry.

Last column: Mulliken charge in e.
CARTESIAN COORDINATES (ANGSTROEM)
C1 0.7014 0.8718 0.1790  0.50
H1 2.0037 -1.9925 -0.7739  0.42
C2 1.8092 0.1532 -0.1486  -0.74
C3 0.0016 -1.1873 -0.5094  -0.74
C4 -1.6895 0.2005 0.6558  -0.90
H2 -0.6594 -2.0380 -0.6625  0.40
N1 -0.4564 0.1015 -0.1419  0.05
H3 -1.6976 1.0210 1.3810  0.34
H4 -2.5621 0.3225 0.0117  0.28
C5 1.3559 -1.1606 -0.5298  -0.25
H5 -1.7831 -0.7319 1.2083  0.35
O1 0.4175 2.1551 0.3575  -0.60
H6 2.8188 0.5242 -0.1791  0.41
H7 -0.2601 1.7605 -0.8480  0.49

- E_tot (Ha) = -324.57783
- spin multiplicity = 1